# 1
13 unconnected molecules or ions with the total composition C52H104O23. Source: the Open Molecules 2025 dataset; level of theory: the ωB97M-V functional and the def2-TZVPD basis.

Last column: Mulliken charge in e.
Atoms and positions in Å:
C: -3.4909 1.0196 -3.2138  -1.50
C: -2.8174 1.8551 -2.1298  0.79
O: -3.7335 1.8954 -1.0423  0.20
C: -4.8642 2.7489 -1.0512  0.42
O: -5.1848 3.5710 -1.9104  -0.64
O: -5.5563 2.5698 0.0526  -0.03
C: -6.8664 3.0972 0.1302  -0.85
H: -4.5512 1.2200 -3.3676  0.46
H: -3.5202 -0.0381 -2.9522  0.22
H: -3.0140 1.2447 -4.1678  0.35
H: -2.5606 2.8409 -2.5177  -0.19
H: -1.8688 1.3585 -1.9260  -0.15
H: -7.6561 2.5056 -0.3329  0.24
H: -6.8223 4.0646 -0.3701  0.37
H: -6.9559 3.1065 1.2165  0.24
C: 8.0807 1.5216 -6.0717  -1.26
C: 6.7778 0.6365 -5.6643  -0.06
O: 5.8075 1.3178 -4.9323  -0.32
C: 5.9818 1.4948 -3.6295  0.90
O: 6.5230 0.7525 -2.8253  -0.63
O: 5.2440 2.5475 -3.3121  -0.41
C: 4.9962 2.8264 -1.9417  -0.44
H: 8.6941 1.0538 -6.8418  0.39
H: 8.7675 1.8224 -5.2805  0.33
H: 7.8886 2.4925 -6.5284  0.35
H: 6.9393 -0.3775 -5.2984  0.16
H: 6.3538 0.5178 -6.6614  0.32
H: 4.3493 3.6807 -1.7424  0.29
H: 5.9363 2.9577 -1.4060  0.35
H: 4.4400 1.9464 -1.6187  0.06
C: 5.3240 0.5636 1.8856  -0.33
C: 5.8939 2.0423 1.8330  -0.04
O: 5.0408 2.8558 2.6675  -0.40
C: 3.8659 3.2249 2.1067  0.58
O: 3.4793 2.9682 0.9872  -0.28
O: 3.0829 3.6458 3.1464  -0.42
C: 1.6939 3.7187 2.9623  -0.52
H: 4.2444 0.4317 1.8135  -0.19
H: 5.6974 0.1910 2.8395  0.32
H: 5.7760 0.0644 1.0284  0.20
H: 5.7249 2.2979 0.7870  -0.15
H: 6.9300 2.2190 2.1218  0.40
H: 1.3333 4.2312 3.8541  0.37
H: 1.0750 2.8318 2.8261  0.08
H: 1.5817 4.4425 2.1550  0.32
C: 6.3967 -3.1117 2.1384  -1.27
C: 5.0507 -3.6367 1.8882  -0.38
O: 4.1288 -2.5930 1.8278  0.35
C: 3.1413 -2.5398 2.7786  0.16
O: 2.8167 -3.4233 3.5999  -0.65
O: 2.5013 -1.3276 2.6231  0.29
C: 1.6669 -0.8071 3.6342  -0.48
H: 6.5936 -2.3093 1.4275  0.21
H: 7.1963 -3.8502 2.0807  0.42
H: 6.4580 -2.6658 3.1312  0.31
H: 4.9067 -4.3486 2.7010  0.39
H: 5.0662 -4.2285 0.9729  0.29
H: 0.8141 -1.4730 3.7663  0.20
H: 1.4520 0.2512 3.4863  -0.12
H: 2.1545 -0.7624 4.6080  0.40
C: 2.0045 -0.7690 -1.3039  -0.53
C: 1.2384 0.2688 -0.4494  1.48
O: 0.0705 -0.3959 0.0393  0.41
C: -0.8784 0.2934 0.7291  0.21
O: -0.7401 1.5003 1.0389  -0.41
O: -1.7805 -0.5544 1.0628  0.23
C: -2.7940 -0.1410 1.9562  -0.52
H: 2.1935 -1.6264 -0.6581  -0.15
H: 2.9456 -0.4271 -1.7347  0.32
H: 1.4441 -1.2447 -2.1087  -0.26
H: 1.0357 1.1554 -1.0502  -1.12
H: 1.8855 0.5610 0.3776  -0.27
H: -2.2709 0.0605 2.8910  0.23
H: -3.5542 -0.9159 2.0554  -0.03
H: -3.3120 0.7721 1.6630  0.22
C: -1.0376 -1.9377 -6.4855  -0.64
C: -0.3274 -3.2222 -6.0215  -0.56
C: -0.4858 -3.1991 -4.4985  -0.37
O: -0.2716 -1.8185 -4.2754  -0.32
C: -1.0186 -1.0462 -5.2310  -0.17
H: -1.9892 -2.2438 -6.9201  0.32
H: -0.4277 -1.4635 -7.2544  0.28
H: 0.7456 -3.1193 -6.1833  0.17
H: -0.6762 -4.1080 -6.5523  0.41
H: 0.2354 -3.7974 -3.9416  0.21
H: -1.4606 -3.4445 -4.0770  0.27
H: -0.5308 -0.0860 -5.3989  0.42
H: -2.0381 -0.9809 -4.8509  -0.01
C: -1.4009 -3.9387 5.5403  -0.71
C: -1.9296 -2.7608 4.8711  0.74
C: -2.8972 -3.3149 3.8981  0.13
O: -3.5095 -4.4242 4.4990  -0.50
C: -2.5421 -4.9370 5.4101  -0.60
H: -1.2080 -3.6754 6.5803  0.38
H: -0.5392 -4.3510 5.0154  0.15
H: -1.3341 -1.9559 4.4402  -0.06
H: -2.6108 -2.2305 5.5365  -0.21
H: -2.3584 -3.5805 2.9886  -0.07
H: -3.6519 -2.5610 3.6744  0.10
H: -2.1666 -5.8873 5.0306  0.38
H: -2.9985 -4.9125 6.3996  0.30
C: -6.6751 -1.7846 0.0308  -0.35
C: -6.1753 -2.7001 -1.0902  -0.33
C: -6.4213 -1.9718 -2.3904  -0.10
O: -7.2465 -0.9134 -2.1479  -0.50
C: -7.0993 -0.5492 -0.7181  0.43
H: -5.9493 -1.6091 0.8248  -0.02
H: -7.5167 -2.1392 0.6258  0.32
H: -6.7615 -3.6174 -1.0357  0.27
H: -5.1019 -2.8632 -0.9940  0.13
H: -6.9033 -2.5824 -3.1539  0.36
H: -5.4328 -1.6423 -2.7105  -0.14
H: -7.9990 -0.0977 -0.2999  0.39
H: -6.2748 0.1635 -0.7355  -0.49
C: -4.7587 2.2089 5.6131  -0.60
C: -5.3870 1.0224 6.2963  -0.59
C: -4.2364 0.4020 6.8963  -0.47
O: -3.2780 0.4301 5.8736  -0.37
C: -3.4095 1.6792 5.1013  0.69
H: -4.6647 2.9438 6.4126  0.26
H: -5.2988 2.7039 4.8060  0.31
H: -5.8372 0.4085 5.5162  0.23
H: -6.1698 1.2969 7.0034  0.39
H: -4.5780 -0.5720 7.2466  0.32
H: -3.8209 0.8233 7.8117  0.29
H: -3.4397 1.3729 4.0557  -0.65
H: -2.5852 2.3241 5.4059  0.21
C: -2.0679 6.3369 2.6169  -0.78
C: -1.7421 5.1884 1.6219  0.43
C: -2.2974 4.0070 2.3450  0.85
O: -3.3409 4.4415 3.1861  -0.33
C: -3.0727 5.7748 3.6550  -0.60
H: -2.4889 7.1829 2.0736  0.34
H: -1.1660 6.6673 3.1322  0.28
H: -0.7050 5.0878 1.3019  -0.05
H: -2.3906 5.3286 0.7571  -0.01
H: -1.5601 3.4009 2.8714  -0.09
H: -2.7324 3.3502 1.5917  -0.61
H: -2.6283 5.8417 4.6480  0.26
H: -4.0351 6.2652 3.8017  0.34
C: 0.4087 4.4363 -1.7364  -0.37
C: -0.9602 5.0244 -2.0807  0.46
C: -1.1114 4.9485 -3.5751  -0.73
O: -0.2390 3.8810 -3.9034  -0.54
C: 0.8224 3.5853 -2.8857  0.25
H: 0.5374 4.0615 -0.7209  0.07
H: 1.1029 5.2702 -1.6332  0.37
H: -1.2204 5.9945 -1.6573  0.55
H: -1.6313 4.2823 -1.6482  -0.57
H: -0.7597 5.8701 -4.0387  0.32
H: -2.0854 4.8763 -4.0590  0.34
H: 1.7868 3.9017 -3.2830  0.28
H: 0.9211 2.5140 -2.7109  -0.27
C: 5.0972 -2.2393 -3.2500  -0.08
C: 4.8270 -3.5940 -2.5794  0.04
C: 4.5364 -4.3626 -3.8478  -0.53
O: 4.3229 -3.4715 -4.9509  -0.45
C: 4.1292 -2.2178 -4.4131  0.10
H: 6.0755 -2.1838 -3.7275  0.30
H: 5.0777 -1.3707 -2.5919  0.11
H: 4.1409 -3.4330 -1.7480  -0.41
H: 5.7257 -3.9951 -2.1110  0.36
H: 3.7459 -4.9811 -3.4227  0.24
H: 5.3836 -5.0386 -3.9641  0.33
H: 3.0755 -2.1086 -4.1563  -0.15
H: 4.3900 -1.5683 -5.2488  0.19
C: 1.2912 -4.7517 0.7071  -0.07
C: 0.9189 -5.3462 -0.6614  -0.72
C: 0.0482 -4.1604 -1.2692  0.77
O: -0.3423 -3.3901 -0.1852  -0.38
C: 0.1623 -3.8301 1.0832  0.44
H: 2.1747 -4.1427 0.5155  -0.54
H: 1.4309 -5.5071 1.4804  0.63
H: 0.4040 -6.3058 -0.6148  0.29
H: 1.6624 -5.5467 -1.4329  0.24
H: -0.7468 -4.5743 -1.8895  0.28
H: 0.4702 -3.4337 -1.9635  -0.70
H: -0.5190 -4.3728 1.7385  0.16
H: 0.7315 -3.0240 1.5460  -0.48

- M (Da) = 1097.38
- LUMO energy (eV) = 0.56
- HOMO level (eV) = -9.2
- energy (eV) = -102694.2581
- energy relative to the best compared isomer or geometry (same formula, charge and spin) (eV) = 8.328
- HOMO-LUMO gap (eV) = 9.80



# 2
13 unconnected molecules or ions with the total composition C52H104O39. Source: the Open Molecules 2025 dataset; level of theory: the ωB97M-V functional and the def2-TZVPD basis.

Last column: Mulliken charge in e.
Atoms and positions in Å:
C: 4.1703 1.6963 -10.1587  -1.24
C: 4.4713 1.1078 -8.7988  0.12
O: 3.2346 0.6604 -8.2141  -0.37
C: 3.2589 0.4210 -6.9058  0.65
O: 4.2079 0.5790 -6.1842  -0.48
O: 2.0515 -0.0286 -6.5667  -0.42
C: 1.8800 -0.4721 -5.2221  -0.37
H: 3.8865 2.7447 -10.0234  0.32
H: 3.3935 1.1973 -10.7289  0.32
H: 5.0898 1.7671 -10.7430  0.37
H: 4.9255 1.8586 -8.1541  0.04
H: 5.1345 0.2420 -8.8508  0.27
H: 2.5494 -1.2769 -4.9216  0.12
H: 0.9111 -0.9748 -5.2270  0.19
H: 1.9030 0.3680 -4.5318  0.51
C: -2.5220 -5.4540 -1.6833  -1.41
C: -2.0851 -4.3452 -0.7422  0.60
O: -1.4692 -4.8865 0.4242  -0.37
C: -0.1513 -4.7168 0.5409  0.77
O: 0.5649 -4.1655 -0.2507  -0.40
O: 0.2324 -5.2539 1.7016  -0.38
C: 1.6017 -5.0101 2.0271  -0.28
H: -3.0845 -5.0319 -2.5162  0.35
H: -3.2368 -6.0842 -1.1433  0.32
H: -1.7242 -6.1223 -2.0028  0.35
H: -2.9816 -3.8084 -0.4303  0.18
H: -1.5273 -3.5618 -1.2509  -0.11
H: 1.7723 -5.5453 2.9570  0.24
H: 1.7843 -3.9471 2.1841  -0.05
H: 2.2703 -5.3783 1.2526  0.31
C: 4.6293 -0.6110 -2.9135  1.58
C: 5.7301 -1.6172 -3.0570  -0.68
O: 6.9703 -1.1062 -2.5107  0.08
C: 8.0982 -1.6083 -2.9736  0.60
O: 8.2180 -2.5871 -3.6672  -0.61
O: 9.1153 -0.9071 -2.4572  -0.28
C: 10.4182 -1.3931 -2.7251  -0.75
H: 3.9718 -0.8513 -2.0729  -0.22
H: 3.9351 -0.7588 -3.7380  -0.61
H: 4.8231 0.4560 -2.9350  -0.79
H: 5.9030 -1.8319 -4.1152  0.41
H: 5.5897 -2.5948 -2.5999  0.38
H: 10.4224 -2.4801 -2.7802  0.33
H: 11.0952 -1.0317 -1.9569  0.23
H: 10.7889 -1.0106 -3.6805  0.28
C: 4.3274 -5.2704 -7.8566  -1.14
C: 5.2601 -4.9746 -6.7128  -0.34
O: 4.6633 -4.0121 -5.8259  -0.25
C: 4.2260 -4.4554 -4.6537  0.63
O: 4.3561 -5.5753 -4.2244  -0.62
O: 3.6262 -3.4500 -4.0331  0.06
C: 3.0746 -3.6618 -2.7501  -1.00
H: 4.6662 -6.1930 -8.3358  0.36
H: 4.2058 -4.4589 -8.5708  0.30
H: 3.3155 -5.5208 -7.5231  0.31
H: 6.1707 -4.4924 -7.0603  0.28
H: 5.4822 -5.8761 -6.1496  0.41
H: 3.8207 -4.0135 -2.0401  0.44
H: 2.1919 -4.2967 -2.8403  0.54
H: 2.6674 -2.7569 -2.2922  0.00
C: -3.4528 2.4321 -1.6700  -1.26
C: -3.2295 2.5344 -0.1825  0.13
O: -1.8586 2.6948 0.1441  0.31
C: -1.3472 3.9271 0.1867  0.21
O: -1.8439 4.9174 -0.2741  -0.60
O: -0.1528 3.8449 0.7634  0.31
C: 0.5680 5.0845 0.8280  -0.94
H: -3.1702 3.3556 -2.1761  0.37
H: -4.4868 2.1827 -1.9132  0.48
H: -2.8548 1.6334 -2.1117  0.03
H: -3.4940 1.5593 0.2505  -0.33
H: -3.9737 3.1386 0.3411  0.50
H: -0.0154 5.8277 1.3623  0.26
H: 0.9290 5.3210 -0.1691  0.37
H: 1.4254 4.8571 1.4596  0.25
C: -0.4324 -2.4794 4.5349  -0.67
C: -0.6584 -1.5775 5.7193  -0.59
O: -2.0304 -1.5357 6.1091  -0.07
C: -2.3428 -1.7851 7.3847  0.56
O: -1.5929 -2.0482 8.2829  -0.61
O: -3.6613 -1.6959 7.4712  -0.01
C: -4.3026 -1.9478 8.7446  -0.79
H: -0.7907 -3.4970 4.7144  0.41
H: 0.6174 -2.6146 4.2714  0.38
H: -0.9228 -2.1077 3.6312  -0.12
H: -0.3525 -0.5525 5.4970  0.24
H: -0.0521 -1.9135 6.5621  0.46
H: -4.0337 -1.1633 9.4533  0.34
H: -3.9211 -2.9128 9.0661  0.34
H: -5.3607 -1.8672 8.5273  0.14
C: -6.1910 -2.5650 5.3304  -0.66
C: -7.2004 -1.8186 4.4757  0.87
O: -8.5471 -2.0291 4.8725  -0.42
C: -9.0992 -1.3166 5.8648  0.62
O: -10.2382 -1.4853 6.1922  -0.59
O: -8.2456 -0.4407 6.3962  -0.08
C: -8.7130 0.3615 7.4636  -0.82
H: -6.0725 -3.6359 5.1758  0.42
H: -6.3269 -2.3480 6.3910  0.04
H: -5.1973 -2.1390 5.1324  -0.03
H: -7.1296 -2.1256 3.4345  0.42
H: -6.9168 -0.7714 4.5406  -0.54
H: -7.8242 0.7568 7.9485  0.17
H: -9.3066 -0.1629 8.2132  0.39
H: -9.3318 1.1760 7.0864  0.28
C: -4.4062 1.6920 7.4877  -1.82
C: -4.6385 1.5023 6.0039  1.36
O: -6.0070 1.7668 5.7033  -0.30
C: -6.3348 1.7048 4.4158  0.58
O: -5.5891 1.5730 3.4815  -0.19
O: -7.6557 1.7843 4.3262  -0.32
C: -8.2277 1.5797 3.0530  -0.74
H: -4.7584 2.6756 7.8037  0.44
H: -3.3192 1.8106 7.5637  0.48
H: -4.7353 0.9072 8.1607  0.24
H: -4.2750 0.5287 5.6634  -0.13
H: -3.9659 2.2149 5.5294  -0.43
H: -7.9233 0.6525 2.5676  0.28
H: -7.9433 2.3880 2.3709  0.33
H: -9.3060 1.6281 3.1653  0.25
C: 6.5402 3.9354 -4.9954  -1.13
C: 6.4440 3.1284 -3.7281  0.11
O: 5.1323 3.3451 -3.1809  -0.28
C: 4.9654 3.0263 -1.8935  0.82
O: 5.8075 2.4489 -1.2578  -0.59
O: 3.7564 3.3978 -1.5152  -0.40
C: 3.4503 3.2712 -0.1151  -0.17
H: 7.5394 4.2555 -5.2776  0.38
H: 5.9621 4.8638 -4.9156  0.33
H: 6.0241 3.4319 -5.8174  0.08
H: 7.1771 3.4438 -2.9860  0.36
H: 6.5861 2.0633 -3.9109  0.05
H: 2.8699 4.1305 0.2027  0.13
H: 4.3601 3.2782 0.4812  0.41
H: 2.8805 2.3501 -0.0481  -0.08
C: 1.7795 0.6291 2.1520  0.72
C: 2.4586 -0.5868 2.7613  -0.14
O: 3.8600 -0.5172 2.8110  -0.40
C: 4.5461 -0.6469 1.6727  0.53
O: 4.0647 -0.7382 0.5741  -0.32
O: 5.8266 -0.5988 1.9899  -0.43
C: 6.8260 -0.5505 0.9977  -0.48
H: 2.1285 0.8108 1.1423  -0.83
H: 1.9767 1.5301 2.7413  0.56
H: 0.7038 0.4645 2.1977  -0.44
H: 2.0382 -1.4743 2.2710  -0.12
H: 2.0457 -0.6788 3.7689  0.35
H: 6.7187 -1.2856 0.1978  0.17
H: 7.7739 -0.7962 1.4724  0.31
H: 6.9276 0.4297 0.5315  0.26
C: -3.1000 -1.4862 -3.3870  -0.01
C: -3.8618 -0.6730 -4.4055  -0.54
O: -3.0439 -0.2214 -5.5127  -0.39
C: -2.2069 0.7778 -5.3133  0.73
O: -1.7992 1.1472 -4.2384  -0.40
O: -1.8672 1.2932 -6.4894  -0.40
C: -0.7485 2.1798 -6.4681  -0.29
H: -2.2774 -0.9413 -2.9353  -0.34
H: -2.6546 -2.3993 -3.7897  0.39
H: -3.8326 -1.7826 -2.6306  0.26
H: -4.3197 0.2122 -3.9561  0.27
H: -4.6573 -1.2314 -4.8926  0.38
H: -0.4159 2.2624 -7.5011  0.24
H: 0.0882 1.6959 -5.9625  -0.06
H: -0.9661 3.1538 -6.0423  0.30
C: 1.1057 -0.0340 -1.3989  -0.27
C: -0.3356 -0.4295 -1.2096  0.58
O: -0.6613 -0.3910 0.1767  1.29
C: -1.8566 -0.8342 0.5257  -0.85
O: -2.6665 -1.3865 -0.1689  -0.54
O: -2.0739 -0.4667 1.7890  1.14
C: -3.3390 -0.7469 2.3201  -1.11
H: 1.2449 1.0055 -1.1024  0.13
H: 1.4888 -0.3147 -2.3754  -0.48
H: 1.7277 -0.6055 -0.6968  -0.05
H: -0.5496 -1.4237 -1.6134  -0.22
H: -1.0107 0.2185 -1.7776  -0.37
H: -3.4371 -0.4994 3.3733  -0.04
H: -3.7530 -1.7613 2.2502  0.44
H: -4.0994 -0.1785 1.7731  0.38
C: -2.8227 8.0833 4.1663  -1.20
C: -2.0115 6.8664 4.5116  -0.15
O: -2.7892 5.7208 4.1066  -0.28
C: -2.1356 4.5706 4.0092  0.94
O: -0.9713 4.3944 4.2698  -0.61
O: -2.9822 3.6552 3.5520  -0.31
C: -2.5079 2.3207 3.4367  0.11
H: -2.2286 8.9872 4.3235  0.39
H: -3.6913 8.2317 4.8086  0.31
H: -3.1518 8.0396 3.1290  0.31
H: -1.9056 6.7944 5.5950  0.26
H: -1.0507 6.8581 4.0054  0.29
H: -3.2763 1.6009 3.6696  -0.58
H: -1.5610 2.1584 3.9511  0.65
H: -2.2606 2.1035 2.3937  -0.39

- M (Da) = 1353.37
- LUMO energy (eV) = 0.46
- HOMO level (eV) = -10.5
- energy (eV) = -135464.6986
- energy relative to the best compared isomer or geometry (same formula, charge and spin) (eV) = 0.656
- HOMO-LUMO gap (eV) = 10.96